[1]
{
  "formula": "C4H9N3O",
  "method": "ωB97M-V with the def2-TZVPD basis set",
  "homo_ev": -8.349,
  "orbital_gap_ev": 9.3,
  "e_tot_ha": -397.15207,
  "charge": 0,
  "smiles": "[H]/N=C/N(N)C(=C)OC",
  "lumo_ev": 0.91,
  "species": ["C", "C", "C", "C", "H", "H", "H", "H", "H", "H", "H", "H", "H", "N", "N", "N", "O"],
  "xyz": [[-2.3765, -0.8218, -0.0709], [-0.4363, 0.5643, 0.0053], [-1.1246, 1.6900, 0.5434], [1.6404, -0.8260, -0.1480], [-3.2397, -0.0852, -0.2633], [-2.3759, -1.2245, 0.9742], [-2.4493, -1.8169, -0.7922], [-0.5843, 2.6394, 0.6902], [-2.1142, 1.5253, 0.5343], [1.4439, 1.8841, 0.7822], [1.1983, 2.0351, -0.9883], [2.5193, -0.5717, -0.7555], [1.8365, -2.5894, 0.8222], [0.8599, 0.2223, -0.1982], [1.6787, 1.4302, -0.2128], [1.2362, -1.7995, 0.5606], [-1.1095, -0.5506, -0.5036]]
}

[2]
{
  "formula": "C4H9N3O",
  "method": "ωB97M-V with the def2-TZVPD basis set",
  "homo_ev": -7.586,
  "orbital_gap_ev": 8.2,
  "e_tot_ha": -397.22697,
  "charge": 0,
  "smiles": "[H]/N=C(N)\\C(N)=C(\\C)O",
  "lumo_ev": 0.62,
  "species": ["C", "C", "C", "C", "N", "N", "O", "N", "H", "H", "H", "H", "H", "H", "H", "H", "H"],
  "xyz": [[-0.8997, 0.8343, -1.5747], [-0.6276, -0.5961, 0.5215], [-0.7081, 0.6287, -0.0980], [0.8873, -0.1253, 1.1327], [-0.6403, -1.7604, -0.2166], [1.8931, -0.9131, 0.6181], [-0.9903, 1.7286, 0.6866], [1.1001, 0.5952, 2.1494], [-0.8034, 2.5341, 0.1826], [-0.7602, -1.7540, -1.2219], [-0.3158, -2.5878, 0.2543], [1.7202, -1.4685, -0.2026], [2.7354, -0.9098, 1.1738], [0.2803, 1.1127, 2.4476], [-0.3273, 0.1091, -2.1515], [-1.9605, 0.7353, -1.8340], [-0.5834, 1.8373, -1.8673]]
}

[3]
{
  "formula": "C4H9N3O",
  "method": "ωB97M-V with the def2-TZVPD basis set",
  "homo_ev": -8.365,
  "orbital_gap_ev": 8.5,
  "e_tot_ha": -397.11865,
  "charge": 0,
  "lumo_ev": 0.10,
  "species": ["C", "C", "C", "C", "N", "H", "H", "H", "H", "H", "H", "H", "N", "N", "O", "H", "H"],
  "xyz": [[0.9421, -0.4665, -0.3745], [2.1851, 0.0218, 0.2804], [0.4846, 0.0567, -1.5732], [-0.6129, 0.5268, 1.5777], [-0.1067, 0.8960, 2.5563], [0.5608, -1.4249, -0.0412], [2.4887, 0.9950, -0.1045], [2.9946, -0.6912, 0.1040], [2.0481, 0.1033, 1.3604], [1.0954, 0.8131, -2.0493], [-0.0147, -0.6094, -2.2679], [-0.7594, 0.8063, -1.1677], [-2.5397, -0.6115, 0.7641], [-1.5900, 0.3786, 0.6339], [-1.6390, 1.2046, -0.4257], [-2.1719, -1.5364, 0.5461], [-3.3650, -0.4624, 0.1811]]
}

[4]
{
  "formula": "C4H9N3O",
  "method": "ωB97M-V with the def2-TZVPD basis set",
  "homo_ev": -8.303,
  "orbital_gap_ev": 9.2,
  "e_tot_ha": -397.28816,
  "charge": 0,
  "lumo_ev": 0.91,
  "species": ["C", "C", "C", "C", "N", "O", "N", "N", "H", "H", "H", "H", "H", "H", "H", "H", "H"],
  "xyz": [[1.0536, -1.8017, -0.0829], [-1.3569, 0.2708, 1.1262], [1.2203, 0.6345, -0.2514], [-0.7653, 0.7403, -0.1786], [-1.6695, 0.9681, -1.1698], [2.5485, 0.7345, -0.0658], [0.3567, 1.6150, -0.1556], [0.5883, -0.5082, -0.5388], [2.7427, 1.6553, 0.1549], [-1.2895, 1.3111, -2.0385], [-2.4538, 0.3412, -1.2556], [0.5506, -2.5902, -0.6444], [0.8632, -1.9668, 0.9873], [2.1315, -1.9008, -0.2441], [-1.9947, -0.6030, 0.9798], [-0.5673, 0.0201, 1.8298], [-1.9585, 1.0796, 1.5474]]
}

[5]
{
  "formula": "C4H9N3O",
  "method": "ωB97M-V with the def2-TZVPD basis set",
  "homo_ev": [-7.036, -7.033],
  "orbital_gap_ev": [7.8, 7.8],
  "e_tot_ha": -397.16537,
  "charge": 0,
  "lumo_ev": [0.73, 0.73],
  "species": ["C", "C", "C", "N", "C", "O", "N", "N", "H", "H", "H", "H", "H", "H", "H", "H", "H"],
  "xyz": [[-0.0246, -0.7847, 0.4077], [0.6479, -1.5796, 1.4814], [0.5739, 0.7730, -0.9273], [-1.3484, -1.1214, 0.1561], [0.6017, 1.4802, -2.0432], [0.8141, -0.5522, -0.7426], [0.0361, 1.1764, 0.3606], [-0.8930, 2.0537, 0.5945], [0.7167, 1.0528, 1.1285], [-1.5627, -2.1121, 0.1682], [-1.7542, -0.6632, -0.6471], [-1.5439, 2.0636, -0.1962], [1.6593, -1.2159, 1.6477], [0.0743, -1.5032, 2.4017], [0.7154, -2.6351, 1.1996], [0.3762, 2.5321, -2.0177], [0.9111, 1.0358, -2.9719]]
}

[6]
{
  "formula": "C4H9N3O",
  "method": "ωB97M-V with the def2-TZVPD basis set",
  "homo_ev": -7.366,
  "orbital_gap_ev": 8.1,
  "e_tot_ha": -397.19581,
  "charge": 0,
  "smiles": "[H]/N=C(C)\\C(N)=C(/N)O",
  "lumo_ev": 0.78,
  "species": ["C", "C", "C", "C", "N", "N", "O", "N", "H", "H", "H", "H", "H", "H", "H", "H", "H"],
  "xyz": [[-1.9796, -0.2345, 0.4129], [1.3922, 0.2182, 0.7615], [0.3041, 0.6936, -0.0962], [-0.8296, -0.1682, -0.5548], [1.1546, -0.9867, 1.3922], [0.2580, 1.9841, -0.3489], [2.0248, -0.0295, -0.7957], [-0.8089, -0.8852, -1.6070], [1.9604, -0.9902, -0.9202], [0.7051, -1.7736, 0.9180], [1.8697, -1.2840, 2.0348], [-0.3212, 2.3691, -1.0812], [1.0088, 2.5407, 0.0467], [0.0472, -0.7162, -2.1373], [-2.4559, 0.7444, 0.5161], [-1.6197, -0.5235, 1.4037], [-2.7100, -0.9585, 0.0556]]
}

[7]
{
  "formula": "C4H9N3O",
  "method": "ωB97M-V with the def2-TZVPD basis set",
  "homo_ev": -9.275,
  "orbital_gap_ev": 10.2,
  "e_tot_ha": -397.17633,
  "charge": 0,
  "smiles": "[H]/N=[N+](\\[O-])N1CCCC1",
  "lumo_ev": 0.93,
  "species": ["C", "C", "C", "C", "N", "N", "N", "O", "H", "H", "H", "H", "H", "H", "H", "H", "H"],
  "xyz": [[1.6072, -0.5939, 0.1529], [1.5021, 0.8583, -0.1667], [0.1785, -1.1120, -0.0460], [0.0520, 1.3130, 0.1273], [-2.4434, -1.2530, 0.0325], [-0.6611, 0.0347, 0.1173], [-1.9726, -0.1154, -0.0270], [-2.4842, 1.0212, -0.0992], [2.4182, -1.0981, -0.3564], [1.7256, -0.7026, 1.1757], [2.1405, 1.5991, 0.2403], [1.7421, 0.9688, -1.2245], [0.1799, -1.5742, -1.0824], [-0.1210, -2.0892, 0.6157], [0.0547, 1.8477, 1.0577], [-0.4601, 2.0613, -0.5603], [-3.4585, -1.1658, 0.0431]]
}

[8]
{
  "formula": "C4H9N3O2",
  "method": "ωB97M-V with the def2-TZVPD basis set",
  "homo_ev": -9.081,
  "orbital_gap_ev": 9.7,
  "e_tot_ha": -472.35112,
  "charge": 0,
  "smiles": "CC(=O)CN/N=C\\NO",
  "lumo_ev": 0.65,
  "species": ["C", "C", "C", "C", "H", "H", "H", "H", "H", "H", "H", "H", "H", "N", "N", "N", "O", "O"],
  "xyz": [[-1.8758, 0.1534, 2.1287], [-1.0078, -0.1640, 0.8912], [0.5274, -0.4072, 1.0936], [1.4196, 0.6648, -1.8544], [-1.2769, -0.3130, 3.1822], [-2.8263, -0.3553, 1.6862], [-2.1609, 1.4102, 2.1570], [0.6444, 0.4790, 1.6986], [0.5817, -1.2012, 2.0361], [2.2920, -1.2391, 0.4797], [1.5911, 1.7253, -2.2831], [0.6393, -0.9913, -2.0363], [-0.8616, 0.6820, -2.5864], [1.4183, -0.8263, 0.0999], [1.7673, 0.4737, -0.5560], [0.9082, -0.3058, -2.6919], [-1.4485, -0.0937, -0.1924], [-0.3315, 0.3086, -3.2527]]
}

[9]
{
  "formula": "C4H9N3O2",
  "method": "ωB97M-V with the def2-TZVPD basis set",
  "homo_ev": -9.957,
  "orbital_gap_ev": 10.5,
  "e_tot_ha": -472.37262,
  "charge": 0,
  "smiles": "[H]/N=C(/CCC)N[N+](=O)[O-]",
  "lumo_ev": 0.51,
  "species": ["C", "C", "C", "C", "N", "N", "N", "O", "O", "H", "H", "H", "H", "H", "H", "H", "H", "H"],
  "xyz": [[-0.4956, 0.3209, -0.6922], [2.1156, 0.7743, 0.6914], [0.6188, -0.6244, -0.8431], [1.6447, -0.6237, 0.3119], [-0.7978, 1.4748, -0.8611], [-1.7813, -0.6722, 0.1430], [-3.0198, -0.2046, 0.2906], [-3.2151, 1.0022, 0.3430], [-3.8894, -1.0160, 0.4793], [2.5677, 1.1411, -0.2220], [2.9426, 0.7792, 1.4005], [1.3584, 1.5204, 1.1432], [1.1091, -0.1933, -1.8304], [0.4353, -1.7046, -1.0830], [1.2095, -1.1196, 1.2703], [2.5606, -1.1758, 0.0266], [-1.4262, 2.0071, -0.4310], [-1.9371, -1.6860, -0.1370]]
}

[10]
{
  "formula": "C4H9N3O2S",
  "method": "ωB97M-V with the def2-TZVPD basis set",
  "homo_ev": -8.552,
  "orbital_gap_ev": 8.3,
  "e_tot_ha": -870.59420,
  "charge": 0,
  "lumo_ev": -0.28,
  "species": ["C", "C", "C", "C", "N", "N", "N", "O", "O", "S", "H", "H", "H", "H", "H", "H", "H", "H", "H"],
  "xyz": [[-0.4699, -1.5010, -0.2996], [0.7196, 0.8996, -0.0173], [1.1617, -1.4142, 1.6599], [-0.0638, -0.9863, 0.9586], [-1.6897, -1.4419, -0.6717], [1.8906, 1.1318, 0.2033], [-1.7715, 1.7397, -0.6683], [0.2961, 3.2172, -1.0777], [0.0728, 1.1694, -2.4582], [-0.2058, 1.8538, -1.2285], [0.2821, -1.8826, -0.9410], [0.8551, -1.9896, 2.5254], [1.7768, -2.0638, 1.0841], [1.7428, -0.5798, 2.0438], [-0.7834, -0.5673, 1.5495], [-1.8977, -1.9128, -1.5625], [2.4543, 1.8331, -0.0780], [-2.3308, 1.0806, -1.2658], [-2.0392, 1.4140, 0.2441]]
}

[11]
{
  "formula": "C4H9N3S",
  "method": "ωB97M-V with the def2-TZVPD basis set",
  "homo_ev": -19.037,
  "orbital_gap_ev": 9.4,
  "e_tot_ha": -719.50456,
  "charge": 2,
  "lumo_ev": -9.62,
  "species": ["C", "C", "C", "C", "N", "N", "N", "S", "H", "H", "H", "H", "H", "H", "H", "H", "H"],
  "xyz": [[-1.1635, -1.5497, 1.1888], [0.6853, -0.0047, 0.8495], [1.5019, 0.9364, 1.6035], [-1.3390, -0.9866, -2.8321], [-1.1442, -2.0372, 0.0178], [-0.3175, -0.5247, 1.6043], [0.8672, -0.2521, -0.4029], [-0.1222, -1.6915, -1.1406], [-1.7138, -2.1413, 1.8794], [1.7676, 0.2851, 2.4396], [0.9790, 1.8951, 1.9780], [2.5370, 1.1000, 1.1975], [-1.4556, -2.0768, -3.0815], [-0.6940, -0.4133, -3.3719], [-2.2033, -0.5243, -2.3825], [-0.1927, -0.1850, 2.5786], [1.3667, 0.4266, -0.9951]]
}

[12]
{
  "formula": "C4H9N4",
  "method": "ωB97M-V with the def2-TZVPD basis set",
  "homo_ev": -14.236,
  "orbital_gap_ev": 10.1,
  "e_tot_ha": -376.50751,
  "charge": 1,
  "smiles": "C[C@H](N)[n+]1ncc[nH]1",
  "lumo_ev": -4.16,
  "species": ["C", "C", "C", "C", "N", "N", "N", "N", "H", "H", "H", "H", "H", "H", "H", "H", "H"],
  "xyz": [[2.5278, -0.6496, 0.4804], [2.3307, 0.3446, -0.4942], [-1.8034, -0.9012, -0.7628], [-0.9478, -0.1061, 0.6100], [1.3278, -0.9585, 0.9074], [1.0244, 0.6021, -0.5309], [0.4666, -0.1920, 0.3552], [-1.3760, 1.2633, 0.5652], [3.3851, -1.0833, 0.9112], [3.0320, 1.0704, -1.0321], [-1.5167, -0.2569, -1.6517], [-2.8556, -0.8191, -0.6947], [-1.4089, -1.8961, -0.8651], [-1.0856, -0.6433, 1.5174], [-0.9512, 1.8865, 1.1624], [0.3090, 1.1071, -1.2053], [-2.4583, 1.2321, 0.7276]]
}

Question: charge of number 5 (C4H9N3O)?
Answer: 0